Record 1
Below is a structure of composition C26H31BLiN7O2S, with properties calculated with the ωB97M-V functional and the def2-TZVPD basis.

XYZ file:
```
69
Properties=species:S:1:pos:R:3:forces:R:3:nbo_charge:R:1
Li -0.02764 0.23712 0.34633 0.0 0.0 -0.1 0.8426
C 2.59040 -3.38548 0.21821 0.0 0.0 0.0 -0.3680
C 1.42568 -2.76200 0.69022 0.0 0.0 0.0 -0.0682
N 1.27470 -1.55750 0.15296 0.1 0.0 0.0 -0.3419
N 2.32642 -1.38042 -0.67299 -0.1 0.0 0.1 -0.3230
C 3.13106 -2.45681 -0.64826 0.0 0.0 0.0 -0.0218
B 2.48269 -0.09297 -1.51258 0.1 0.0 -0.1 0.5596
N 1.23403 0.10506 -2.38644 -0.1 0.0 0.2 -0.3301
C 1.14881 0.28630 -3.71579 0.1 0.0 0.0 -0.0237
C -0.18117 0.44356 -4.04638 0.0 0.0 0.0 -0.3606
C -0.84484 0.34186 -2.81567 0.0 0.0 0.1 -0.0475
N 0.00859 0.14777 -1.82123 0.0 -0.1 -0.2 -0.3336
N 2.65552 1.12719 -0.57766 -0.1 0.0 0.1 -0.3251
C 3.68582 1.98910 -0.51448 0.0 0.0 0.0 -0.0268
C 3.37699 2.96543 0.41182 0.0 0.0 0.0 -0.3697
C 2.09894 2.60555 0.86539 0.0 0.0 0.0 -0.0659
N 1.67476 1.49925 0.26844 0.1 0.0 0.0 -0.3406
H 2.97339 -4.36114 0.46244 0.0 0.0 0.0 0.2239
H 0.68531 -3.12563 1.38790 0.0 0.0 0.0 0.2072
H 4.02193 -2.48417 -1.25356 0.0 0.0 0.0 0.2192
H 3.46441 -0.19333 -2.20432 0.0 0.0 0.0 -0.0482
H 2.03915 0.28213 -4.32281 0.0 0.0 0.0 0.2148
H -0.60346 0.60275 -5.02322 0.0 0.0 0.0 0.2215
H -1.90142 0.41480 -2.60664 0.0 0.0 0.0 0.1984
H 4.55409 1.84490 -1.13580 0.0 0.0 0.0 0.2186
H 3.97684 3.80921 0.70618 0.0 0.0 0.0 0.2242
H 1.46250 3.10496 1.57988 0.0 0.0 0.0 0.2132
O -0.16218 0.09250 2.40405 0.1 0.1 0.0 -1.0233
S 0.86360 0.62753 3.36711 -0.1 0.0 -0.1 1.2507
C 2.45608 -0.16083 2.95079 0.0 0.0 0.0 -0.6283
C 2.63738 -1.41728 3.81268 0.0 0.0 0.0 -0.4156
C 1.27500 -1.76259 4.41102 -0.1 0.0 0.0 -0.4149
C 0.68331 -0.42240 4.82279 0.0 0.0 0.1 -0.6021
H 3.24442 0.58256 3.06774 0.0 0.0 0.0 0.2377
H 2.35207 -0.38224 1.89045 0.0 0.0 0.0 0.2826
H 3.34593 -1.21373 4.61887 0.0 0.0 0.0 0.2019
H 3.04087 -2.23325 3.21328 0.0 0.0 0.0 0.2341
H 1.34812 -2.45429 5.25034 0.0 0.0 0.0 0.2194
H 0.62943 -2.21317 3.65410 0.0 0.0 0.0 0.2231
H 1.24678 0.04227 5.63680 0.0 0.0 0.0 0.2187
H -0.37611 -0.43009 5.07374 0.0 0.0 0.0 0.2443
C -1.51480 5.02458 -3.05448 0.0 0.0 0.0 -0.1775
C -0.18536 4.92421 -2.68243 0.0 0.0 0.0 -0.2502
C 0.16250 4.00753 -1.69851 0.0 -0.1 0.0 0.0357
N -0.71499 3.21310 -1.09124 -0.1 0.1 0.0 -0.4077
C -1.98830 3.31569 -1.46417 0.0 0.0 0.0 0.0366
C -2.43930 4.20071 -2.43221 0.0 0.0 0.0 -0.2661
H -1.82665 5.72738 -3.81682 0.0 0.0 0.0 0.2131
H 0.57610 5.53978 -3.14256 0.0 0.0 0.0 0.2150
H 1.19744 3.89783 -1.38972 0.0 0.0 0.0 0.2007
H -2.68126 2.64514 -0.96534 0.0 0.0 0.0 0.1883
H -3.48936 4.23705 -2.69123 0.0 0.0 0.0 0.2138
C -4.41736 0.38211 0.45546 -0.1 0.0 0.0 -0.7190
C -3.11746 -0.35002 0.24696 0.1 0.0 0.0 0.6054
O -2.06550 0.25219 0.32205 -0.1 0.0 -0.1 -0.5730
C -3.14680 -1.81272 -0.05121 0.0 0.1 0.0 -0.1993
C -1.96579 -2.44353 -0.43845 0.0 0.0 0.0 -0.0965
C -1.96730 -3.80089 -0.71441 0.0 0.0 0.0 -0.2207
C -3.14189 -4.53371 -0.60427 0.0 0.0 0.0 -0.1871
C -4.32137 -3.91084 -0.22151 0.0 0.0 0.0 -0.2265
C -4.32440 -2.55083 0.05016 0.0 0.0 0.0 -0.1704
H -4.20611 1.43505 0.62030 0.0 0.0 0.0 0.2395
H -4.94380 -0.01714 1.32444 0.0 0.0 0.0 0.2353
H -5.07492 0.25634 -0.40657 0.0 0.0 0.0 0.2323
H -1.05335 -1.87099 -0.53467 0.0 0.0 0.0 0.2407
H -1.04608 -4.28227 -1.01704 0.0 0.0 0.0 0.2212
H -3.13862 -5.59476 -0.82056 0.0 0.0 0.0 0.2141
H -5.23595 -4.48268 -0.13530 0.0 0.0 0.0 0.2147
H -5.24754 -2.07077 0.34763 0.0 0.0 0.0 0.2105
```
Positions in Å, forces in eV/Å.

***

Record 2
Below is a structure of composition C26H31BiBr2N8OPS, with properties calculated with the ωB97M-V functional and the def2-TZVPD basis.

XYZ file:
```
71
Properties=species:S:1:pos:R:3:forces:R:3:lowdin_charge:R:1
Bi -0.11950 -0.01330 0.21530 -1.2 0.1 -0.1 1.6506
C 5.02920 -1.02640 3.20220 0.0 0.1 0.1 -0.0831
C 4.49380 0.31130 3.69560 0.4 -0.2 -0.3 -0.2143
N 3.05860 0.46260 3.52390 -0.1 0.1 0.6 -0.0122
C 2.37480 0.31660 2.39600 -1.2 0.0 -0.2 -0.7801
S 0.64280 0.68330 2.56450 0.3 0.1 0.5 0.5664
N 2.97800 -0.05610 1.30950 1.6 -0.1 0.0 0.0003
N 2.27020 -0.27900 0.20420 -0.6 -0.2 -0.6 -0.1392
C 2.82630 -0.83200 -0.82610 0.4 0.4 0.9 -0.2804
C 4.27900 -1.16440 -0.88090 0.0 0.1 0.1 -0.0018
C 1.96090 -1.15880 -1.95240 -0.4 -0.2 -0.9 -0.2931
C 2.28440 -2.18200 -2.84900 0.0 0.3 0.3 0.0010
C 1.39800 -2.49830 -3.86010 -0.2 0.1 0.0 -0.0252
C 0.22280 -1.76870 -3.98190 0.1 -0.1 0.1 -0.0230
C -0.03180 -0.77980 -3.05000 -0.2 -0.1 -0.2 -0.1248
N 0.81170 -0.48030 -2.07280 0.4 0.2 0.0 -0.0580
H 6.08740 -1.09080 3.43620 0.1 -0.1 0.1 0.0783
H 4.90430 -1.11260 2.12900 0.0 -0.1 0.0 0.0334
H 4.51120 -1.85250 3.68060 0.0 -0.1 0.1 0.0797
H 5.00720 1.12440 3.17130 0.0 0.0 0.1 0.1208
H 4.68560 0.41640 4.76420 0.0 0.1 -0.1 0.1218
H 2.51640 0.72730 4.33330 0.1 0.0 -0.2 0.1187
H 4.80630 -0.58870 -0.12230 0.0 -0.1 -0.1 0.0728
H 4.67510 -0.92580 -1.86510 0.1 0.0 -0.1 0.0956
H 4.43820 -2.22600 -0.69300 0.1 -0.1 0.1 0.0998
H 3.19990 -2.73650 -2.72890 0.1 -0.1 0.0 0.1174
H 1.61240 -3.31370 -4.53510 0.0 0.0 -0.1 0.1214
H -0.48230 -1.96870 -4.77180 -0.1 0.0 0.0 0.1168
H -0.94660 -0.20640 -3.06880 -0.2 0.1 -0.1 0.1230
C 2.01560 2.77200 -0.20890 0.1 0.0 0.1 -0.0217
C 0.59790 3.21680 -0.11670 0.0 0.3 0.0 -0.3070
C 0.30350 4.59190 -0.07800 -0.2 0.0 0.0 0.0111
C -0.99390 5.01750 -0.01570 0.3 -0.1 0.0 0.0046
C -2.03690 4.07710 -0.01550 -0.1 -0.4 0.0 -0.1811
C -3.40340 4.42030 -0.01120 -0.4 0.1 0.0 -0.6115
Br -3.92950 6.24450 0.08140 0.0 -0.2 0.0 0.7988
C -4.37600 3.45340 -0.08560 0.2 0.5 0.0 -0.1566
C -4.01240 2.11400 -0.12430 0.4 -0.5 0.0 -0.5945
Br -5.34180 0.78060 -0.27910 0.1 0.2 0.1 0.8066
C -2.68170 1.68710 -0.06400 -0.9 0.6 0.0 -0.4623
O -2.37770 0.43400 -0.05790 1.0 -0.8 0.1 -0.3318
C -1.67600 2.69820 -0.04180 -0.7 0.7 0.0 -0.1490
N -0.37110 2.31910 -0.07670 0.3 -0.2 -0.3 -0.0188
H 2.65280 3.60040 -0.50730 0.0 0.0 -0.1 0.0937
H 2.11520 1.96210 -0.92830 0.1 0.0 -0.1 0.0677
H 2.36610 2.41830 0.76090 0.0 0.0 0.0 0.0671
H 1.11140 5.30450 -0.10420 0.1 0.0 0.0 0.1206
H -1.23170 6.07030 0.01190 0.0 0.1 0.0 0.0847
H -5.41970 3.72690 -0.11170 0.0 0.0 0.0 0.1032
C 0.43300 -5.61690 1.91450 0.1 -0.1 0.0 -0.1823
N 0.26350 -4.32260 2.55300 0.1 -0.2 0.5 -0.1572
C -1.14870 -4.10560 2.83000 0.0 0.0 0.1 -0.1757
N -1.97470 -4.23330 1.64370 -0.6 -0.1 0.3 -0.1592
C -1.75300 -5.52740 1.02760 0.0 0.0 0.0 -0.1803
N -0.35340 -5.74670 0.69940 -0.1 -0.5 0.1 -0.1582
C 0.10550 -4.88100 -0.34600 0.2 0.6 -0.5 -0.3238
P 0.00120 -3.02620 0.08060 -0.2 -1.4 0.6 0.9382
C 0.82330 -3.25260 1.77460 0.2 0.4 -0.5 -0.3465
C -1.77720 -3.15000 0.71980 0.2 0.4 -0.4 -0.3433
H 0.10990 -6.39050 2.61740 0.1 0.0 -0.1 0.1344
H 1.48970 -5.76570 1.67680 0.0 0.0 0.1 0.1299
H -1.27990 -3.10430 3.25070 0.0 -0.1 0.1 0.1334
H -1.46930 -4.85300 3.56070 0.0 0.1 0.0 0.1346
H -2.35540 -5.60210 0.11950 0.0 0.0 0.0 0.1316
H -2.06330 -6.30490 1.72980 0.0 0.0 -0.1 0.1343
H -0.49800 -5.04840 -1.24510 0.2 0.0 0.0 0.0891
H 1.15160 -5.11660 -0.57220 -0.1 0.0 -0.1 0.0871
H 0.75180 -2.32290 2.34980 0.1 0.0 -0.1 0.0501
H 1.88410 -3.46230 1.59640 0.0 0.1 0.0 0.0898
H -2.43150 -3.30260 -0.14680 0.0 0.2 0.1 0.0978
H -2.06920 -2.20800 1.19840 -0.1 0.0 -0.1 0.0699
```
Positions in Å, forces in eV/Å.

## Properties
Energy above the lowest of the compared OMol25 structures with the same formula, charge and spin in eV: 0.861
Charge: +1

***

| no. | orbital gap (eV) | M (g/mol) |
| --- | --- | --- |
| 1 | 8.72 | 523.401 |
| 2 | 6.45 | 903.418 |